1.
{"formula": "C22H27N2O2P2PtS", "method": "wB97M-V/def2-TZVPD", "total_charge": 3, "e_homo_ev": [-17.14, -17.14], "s2": 6.04, "spin_multiplicity": 5, "total_energy_ev": -62957.0043, "elements": ["Pt", "C", "C", "C", "C", "C", "C", "C", "S", "O", "O", "N", "C", "C", "C", "C", "C", "N", "H", "H", "H", "H", "H", "H", "H", "H", "H", "H", "H", "C", "P", "C", "C", "C", "C", "C", "C", "C", "P", "C", "C", "H", "H", "H", "H", "H", "H", "H", "H", "H", "H", "H", "H", "H", "H", "H", "H"], "positions_angstrom": [[-1.42052, 0.74960, -0.00605], [3.63651, -6.20647, -0.28290], [2.95192, -4.87742, -0.40377], [2.42162, -4.24051, 0.72490], [1.76392, -3.03448, 0.62129], [1.64327, -2.46021, -0.65237], [2.17242, -3.05929, -1.79709], [2.83277, -4.25940, -1.65049], [0.78891, -0.99996, -0.80582], [1.01885, -0.10373, 0.31183], [0.78338, -0.45618, -2.12651], [-0.87943, -1.33799, -0.48935], [-1.93244, -1.53994, -1.28121], [-2.15099, -2.64533, -2.14449], [-3.38045, -2.74340, -2.76536], [-4.34051, -1.76890, -2.52167], [-4.03874, -0.65435, -1.67767], [-2.87782, -0.55167, -1.08817], [3.38204, -6.71031, 0.64657], [4.72007, -6.07041, -0.29897], [3.39087, -6.85303, -1.12410], [2.53735, -4.70383, 1.69631], [1.37229, -2.53782, 1.49939], [2.08622, -2.58303, -2.76558], [3.27426, -4.73069, -2.51949], [-1.37383, -3.38731, -2.27638], [-3.59861, -3.57407, -3.42368], [-5.32057, -1.82930, -2.97761], [-4.75927, 0.13781, -1.51753], [-0.64049, 0.48248, 3.40828], [-1.21509, 1.67260, 2.18725], [-2.62148, 2.55356, 2.88127], [0.13649, 2.83195, 1.86048], [0.89506, 3.26241, 2.94541], [1.99409, 4.08947, 2.75255], [2.36047, 4.47175, 1.47199], [1.61885, 4.04492, 0.37815], [0.49667, 3.24030, 0.55960], [-0.47465, 2.76954, -0.88210], [-1.81932, 3.95721, -1.08370], [0.53654, 2.80511, -2.35945], [-0.62766, 0.95201, 4.39373], [0.35975, 0.14784, 3.13737], [-1.31993, -0.36947, 3.44311], [-2.24349, 3.15387, 3.71303], [-3.35592, 1.83872, 3.25408], [-3.09359, 3.21129, 2.15335], [0.63836, 2.96049, 3.95404], [2.56822, 4.42403, 3.60620], [3.22654, 5.10211, 1.32020], [1.92014, 4.35733, -0.61364], [-1.36740, 4.95204, -1.12319], [-2.52015, 3.92134, -0.25011], [-2.35276, 3.76187, -2.01483], [0.74874, 3.84421, -2.62011], [-0.01054, 2.34222, -3.18097], [1.45902, 2.25039, -2.19601]], "mulliken_spin": [1.50, 0.00, 0.02, 0.00, 0.01, 0.02, 0.00, 0.00, -0.02, 0.09, 0.06, 0.65, 0.08, 0.17, -0.05, 0.25, 0.12, 0.18, 0.00, 0.00, 0.00, 0.00, 0.00, 0.00, 0.00, 0.01, 0.00, 0.00, 0.00, 0.01, 0.32, 0.03, 0.02, 0.00, 0.02, 0.01, 0.01, -0.01, 0.38, 0.02, 0.03, 0.01, 0.00, 0.00, 0.01, 0.00, 0.00, 0.00, 0.00, 0.00, 0.00, 0.02, 0.00, 0.00, 0.02, 0.00, 0.00]}

=====

2.
{"formula": "C22H27N3O3", "method": "wB97M-V/def2-TZVPD", "total_charge": 0, "smiles": "CCOC(=O)C1(CCc2ccccc2)CCN(C(=O)c2cnc(C)cn2)CC1", "e_above_lowest_ev": 2.0110, "e_homo_ev": -9.02, "total_energy_ev": -33866.2402, "elements": ["C", "C", "H", "H", "O", "C", "O", "C", "C", "H", "H", "C", "N", "C", "O", "C", "N", "C", "C", "N", "C", "H", "C", "H", "H", "H", "H", "C", "C", "H", "H", "H", "H", "H", "H", "C", "H", "H", "C", "C", "C", "C", "C", "C", "C", "H", "H", "H", "H", "H", "H", "H", "H", "H", "H"], "positions_angstrom": [[2.15800, -0.38163, 2.26318], [0.87819, 0.43771, 2.34266], [1.10699, 1.50091, 2.21592], [0.36557, 0.27617, 3.29336], [-0.06478, 0.04475, 1.34513], [0.10545, 0.54677, 0.11669], [0.99346, 1.30217, -0.17482], [-1.00207, 0.07431, -0.82676], [-1.16463, -1.44552, -0.68412], [-1.51651, -1.69547, 0.31635], [-1.91674, -1.78214, -1.39934], [0.17683, -2.14489, -0.93099], [0.91886, -1.46265, -1.96773], [2.25835, -1.31937, -2.04167], [2.80060, -0.70692, -2.94843], [3.10632, -1.92919, -0.97220], [2.75938, -3.06272, -0.36491], [3.59470, -3.55327, 0.53272], [4.79757, -2.92452, 0.85643], [5.13920, -1.79108, 0.25092], [4.31417, -1.30263, -0.65628], [4.60482, -0.38602, -1.14924], [5.74085, -3.47992, 1.87064], [6.57223, -2.79433, 2.00449], [6.12205, -4.44437, 1.53840], [5.23253, -3.62820, 2.82177], [3.29093, -4.47810, 1.00622], [0.09240, -0.78167, -2.94020], [-0.62148, 0.40490, -2.27946], [0.04590, 1.26759, -2.27446], [-1.51153, 0.65359, -2.85774], [-0.62854, -1.49799, -3.34616], [0.74237, -0.43790, -3.74578], [0.01050, -3.18943, -1.22349], [0.76259, -2.15352, -0.01176], [-2.30027, 0.78222, -0.39767], [-3.11649, 0.43899, -1.03826], [-2.53664, 0.48830, 0.62769], [-2.21654, 2.31195, -0.46651], [-3.50808, 2.91244, 0.01160], [-3.71448, 3.15669, 1.36326], [-4.91622, 3.67428, 1.81205], [-5.93133, 3.95173, 0.91246], [-5.73701, 3.70928, -0.43642], [-4.53369, 3.19167, -0.88195], [-4.38543, 3.00762, -1.93678], [-6.52451, 3.92559, -1.14364], [-6.86938, 4.35763, 1.26126], [-5.06108, 3.86339, 2.86584], [-2.92284, 2.94395, 2.06813], [-2.01865, 2.62501, -1.49211], [-1.39175, 2.65999, 0.15782], [2.66703, -0.18499, 1.32231], [1.93369, -1.44443, 2.33168], [2.81915, -0.10673, 3.07993]], "lowdin_charge": [-0.05, -0.20, 0.13, 0.13, 0.00, -0.46, 0.13, -0.35, -0.10, 0.13, 0.13, -0.13, -0.03, -0.40, 0.06, -0.17, 0.13, -0.08, -0.32, 0.13, -0.05, 0.13, -0.04, 0.08, 0.08, 0.08, 0.12, -0.11, -0.08, 0.12, 0.12, 0.13, 0.12, 0.13, 0.10, -0.11, 0.13, 0.13, -0.13, -0.24, -0.04, -0.09, -0.10, -0.09, -0.04, 0.11, 0.10, 0.10, 0.10, 0.11, 0.12, 0.12, 0.06, 0.08, 0.08]}

=====

3.
{"formula": "C22H27N3O4S", "method": "wB97M-V/def2-TZVPD", "total_charge": 0, "smiles": "O=C(Nc1ccc(N2CCOCC2)cc1)c1ccc(S(=O)(=O)N2CCCCC2)cc1", "e_above_lowest_ev": 1.8269, "e_homo_ev": -7.69, "total_energy_ev": -46747.8364, "elements": ["O", "C", "N", "C", "C", "C", "C", "C", "C", "H", "H", "N", "C", "H", "C", "O", "C", "C", "H", "H", "H", "H", "H", "H", "H", "H", "H", "H", "C", "C", "C", "C", "C", "C", "H", "H", "S", "O", "O", "N", "C", "C", "C", "C", "C", "H", "H", "H", "H", "H", "H", "H", "H", "H", "H", "H", "H"], "positions_angstrom": [[-0.53860, 1.43671, -1.40497], [-0.28252, 0.44153, -0.75789], [-1.19918, -0.36023, -0.15380], [-2.59404, -0.23045, -0.11882], [-3.33065, -1.24663, 0.48671], [-4.70312, -1.17290, 0.56502], [-5.40039, -0.08267, 0.03145], [-4.64969, 0.92922, -0.57236], [-3.27227, 0.86247, -0.64446], [-2.71886, 1.65296, -1.12235], [-5.13964, 1.78281, -1.01243], [-6.78045, -0.00920, 0.18039], [-7.59775, -1.15723, -0.16495], [-7.07837, -2.08246, 0.07611], [-8.91536, -1.08340, 0.60820], [-9.60300, 0.11055, 0.31798], [-8.80875, 1.22626, 0.64173], [-7.47718, 1.22431, -0.11852], [-6.88287, 2.07183, 0.22375], [-7.67672, 1.32789, -1.19733], [-9.39668, 2.10738, 0.37974], [-8.60166, 1.23360, 1.72315], [-9.57991, -1.89918, 0.31898], [-8.70857, -1.14304, 1.68794], [-7.82299, -1.15201, -1.24456], [-5.23954, -1.96465, 1.06483], [-2.81879, -2.10069, 0.90960], [-0.85040, -1.19962, 0.28831], [1.12958, -0.02571, -0.56748], [1.58154, -0.57020, 0.63248], [2.90657, -0.94958, 0.76285], [3.76929, -0.79025, -0.30444], [3.33589, -0.25541, -1.50281], [2.01604, 0.13850, -1.62929], [1.65003, 0.57514, -2.54604], [4.03483, -0.16803, -2.31965], [5.49618, -1.25875, -0.11297], [5.56322, -2.24115, 0.92898], [6.00948, -1.57483, -1.41265], [6.31679, 0.07230, 0.42332], [6.14049, 0.48260, 1.79437], [5.10490, 1.60001, 1.93828], [5.47369, 2.76410, 1.02070], [5.57138, 2.27086, -0.42157], [6.59361, 1.13562, -0.51107], [6.61019, 0.68285, -1.50248], [7.59395, 1.52645, -0.28955], [4.59213, 1.91621, -0.74934], [5.87787, 3.08333, -1.08182], [4.72451, 3.55409, 1.09682], [6.43616, 3.17881, 1.32944], [4.11537, 1.22564, 1.66760], [5.07279, 1.92934, 2.97792], [5.85480, -0.40920, 2.35243], [7.10967, 0.83266, 2.16930], [3.28331, -1.38269, 1.67621], [0.91418, -0.67153, 1.47665]], "lowdin_charge": [0.08, -0.42, 0.13, -0.22, -0.03, -0.02, -0.23, -0.01, 0.00, 0.10, 0.10, -0.11, -0.14, 0.11, -0.19, -0.13, -0.19, -0.15, 0.12, 0.13, 0.13, 0.13, 0.13, 0.13, 0.14, 0.11, 0.11, 0.13, -0.12, -0.01, -0.06, -0.26, -0.05, 0.01, 0.12, 0.12, 0.67, -0.28, -0.28, -0.24, -0.19, -0.17, -0.20, -0.17, -0.19, 0.11, 0.13, 0.10, 0.11, 0.11, 0.11, 0.10, 0.11, 0.11, 0.13, 0.12, 0.12]}

=====

4.
{"formula": "C22H27N3O5", "method": "wB97M-V/def2-TZVPD", "total_charge": 0, "smiles": "CCOC(=O)[C@H]1CCCN(C(=O)CCNC(=O)Cn2ccc3ccccc3c2=O)C1", "e_above_lowest_ev": 0.6890, "e_homo_ev": -8.09, "total_energy_ev": -37962.9114, "elements": ["C", "C", "H", "H", "O", "C", "O", "C", "H", "C", "C", "H", "C", "N", "C", "O", "C", "H", "C", "N", "C", "O", "C", "N", "C", "C", "C", "C", "C", "C", "C", "C", "C", "O", "H", "H", "H", "H", "H", "H", "H", "H", "H", "H", "H", "H", "C", "H", "H", "H", "H", "H", "H", "H", "H", "H", "H"], "positions_angstrom": [[-1.04391, 2.55219, 4.42188], [0.07898, 1.53699, 4.55816], [-0.27976, 0.59762, 4.99127], [0.88551, 1.93416, 5.18341], [0.63496, 1.26169, 3.26962], [0.79322, -0.01137, 2.90531], [0.51720, -0.95626, 3.59744], [1.41139, -0.09674, 1.52504], [1.02260, 0.71734, 0.90596], [2.93315, 0.05244, 1.66346], [3.58973, -0.13005, 0.29919], [4.67585, -0.08582, 0.39272], [3.18151, -1.48040, -0.29663], [1.74419, -1.56042, -0.40357], [1.00270, -1.58710, -1.53186], [-0.21715, -1.58289, -1.49722], [1.72657, -1.60506, -2.87121], [2.56688, -2.29774, -2.88033], [2.18078, -0.18758, -3.26401], [1.11259, 0.76528, -3.07553], [0.13158, 0.89784, -3.98722], [0.16866, 0.46328, -5.11743], [-1.06614, 1.68843, -3.43800], [-1.79519, 0.88580, -2.47330], [-2.76806, 0.03960, -2.91822], [-3.49285, -0.72879, -2.08224], [-3.26761, -0.64299, -0.67782], [-4.01334, -1.37161, 0.25874], [-3.76643, -1.24071, 1.60412], [-2.78134, -0.36407, 2.05990], [-2.03532, 0.35688, 1.15843], [-2.25497, 0.21674, -0.21553], [-1.40815, 0.93466, -1.15195], [-0.40611, 1.57497, -0.82548], [-1.27611, 1.05082, 1.48393], [-2.60221, -0.26592, 3.12015], [-4.34052, -1.81380, 2.31756], [-4.78497, -2.04010, -0.09461], [-4.24284, -1.40024, -2.46578], [-2.90962, 0.02201, -3.98839], [-1.72862, 1.95531, -4.26280], [-0.70976, 2.58972, -2.93157], [0.89686, 1.06885, -2.12764], [2.44868, -0.17730, -4.32395], [3.03934, 0.13646, -2.67286], [0.99277, -1.93934, -3.60697], [1.07990, -1.44413, 0.87766], [0.00530, -1.53418, 0.71156], [1.40680, -2.25530, 1.53659], [3.65426, -1.62750, -1.26533], [3.51757, -2.28219, 0.37331], [3.26707, 0.67456, -0.36423], [3.17196, 1.03592, 2.07094], [3.30649, -0.70614, 2.35651], [-1.84890, 2.15099, 3.81171], [-0.67137, 3.45807, 3.95138], [-1.43377, 2.79713, 5.40575]], "lowdin_charge": [-0.06, -0.21, 0.12, 0.13, 0.00, -0.49, 0.12, -0.20, 0.14, -0.14, -0.16, 0.12, -0.14, -0.03, -0.43, 0.07, -0.07, 0.11, -0.15, 0.08, -0.47, 0.07, -0.03, 0.00, -0.04, -0.01, -0.16, -0.02, -0.06, -0.06, -0.01, -0.08, -0.37, 0.02, 0.10, 0.10, 0.11, 0.11, 0.11, 0.13, 0.13, 0.14, 0.11, 0.12, 0.11, 0.12, -0.08, 0.13, 0.14, 0.11, 0.13, 0.11, 0.12, 0.13, 0.06, 0.08, 0.08]}